{"formula": "C16H18CeN4O2", "method": "the ωB97M-V functional and the def2-TZVPD basis", "spin_multiplicity": 1, "fmax_ev_per_a": 13.919, "lumo_ev": -16.22, "energy_ev": -39820.27758, "charge": 4, "homo_lumo_gap_ha": 0.1969, "homo_energy_ev": -21.57, "symbols": ["N", "C", "C", "H", "H", "H", "N", "C", "C", "H", "H", "H", "N", "C", "C", "H", "H", "H", "Ce", "C", "O", "C", "O", "C", "C", "C", "C", "C", "C", "H", "H", "H", "H", "H", "H", "C", "C", "N", "H", "H", "H"], "coordinates": [[-1.454, 0.534, -1.641], [-2.260, 0.753, -2.480], [-3.229, 1.009, -3.489], [-2.868, 0.649, -4.461], [-3.423, 2.087, -3.562], [-4.170, 0.497, -3.250], [-0.091, 1.163, 1.931], [-0.177, 1.710, 2.980], [-0.282, 2.362, 4.235], [-0.624, 3.397, 4.099], [0.694, 2.379, 4.738], [-1.000, 1.838, 4.879], [1.959, -0.954, -0.585], [2.960, -1.522, -0.866], [4.157, -2.209, -1.205], [4.394, -2.959, -0.440], [4.993, -1.501, -1.276], [4.042, -2.716, -2.172], [0.048, 0.081, -0.043], [0.542, -1.366, 1.601], [0.774, -2.188, 2.473], [-1.998, -0.260, 0.815], [-3.104, -0.498, 1.271], [0.324, 3.302, -1.459], [1.054, 2.550, -2.348], [2.280, 2.018, -1.966], [2.760, 2.241, -0.698], [2.023, 3.001, 0.201], [0.810, 3.527, -0.177], [-0.599, 3.737, -1.737], [0.713, 2.385, -3.337], [2.837, 1.464, -2.675], [3.701, 1.863, -0.394], [2.423, 3.181, 1.163], [0.243, 4.128, 0.484], [-2.120, -4.098, 1.082], [-1.465, -2.837, 0.740], [-0.958, -1.869, 0.463], [-2.506, -4.092, 2.133], [-1.414, -4.960, 0.989], [-2.988, -4.299, 0.407]], "forces_ev_per_a": [[-3.1, 0.5, -3.0], [1.8, -0.6, 2.0], [-0.3, 0.2, -0.4], [0.1, 0.0, 0.1], [0.0, 0.0, 0.1], [0.1, 0.0, 0.1], [-0.4, 1.8, 3.7], [0.2, -1.5, -2.7], [0.0, 0.3, 0.6], [0.0, -0.1, -0.1], [0.0, 0.0, -0.1], [0.0, 0.0, -0.1], [3.6, -2.4, -1.0], [-2.4, 1.2, 0.7], [0.5, -0.2, -0.1], [-0.1, 0.1, 0.0], [-0.1, 0.0, 0.0], [-0.1, 0.1, 0.0], [4.0, 6.2, -4.3], [4.2, -8.1, 10.5], [-1.5, 6.4, -6.5], [-12.9, -0.7, 5.2], [8.3, 2.1, -3.4], [0.0, -0.1, 0.6], [0.3, -0.5, 0.1], [-0.6, -0.1, -0.2], [-0.3, 0.0, 0.5], [0.2, -0.6, -0.2], [-0.4, -0.3, -0.4], [-0.8, 0.4, -0.3], [-0.3, 0.0, -0.9], [0.6, -0.4, -0.6], [0.9, -0.3, 0.2], [0.3, 0.3, 0.9], [-0.4, 0.6, 0.6], [-0.1, -0.1, 0.2], [-2.8, -5.8, 0.9], [0.8, 0.3, -2.2], [0.3, 0.3, -0.6], [-0.2, 0.7, 0.0], [0.5, 0.3, 0.2]]}